Density functional theory data (ωB97M-V with the def2-TZVPD basis set) for a structure of composition C12H10FI2NOPdS.

Element x y z (Å)
Pd  -0.4642  0.0234  0.0472
O  -0.4083  0.1243  2.1588
N  0.8163  0.0289  2.6708
C  0.9072  0.1433  4.0179
C  2.1082  0.0537  4.6595
C  3.2586  -0.1624  3.8930
C  3.1476  -0.2739  2.5340
C  1.9016  -0.1743  1.8877
S  1.7649  -0.2976  0.1745
H  -0.0472  0.3046  4.4940
H  2.1455  0.1489  5.7340
H  4.2271  -0.2410  4.3673
H  4.0144  -0.4411  1.9105
I  -3.0029  -1.6413  0.6517
C  -4.1431  0.0736  0.1672
I  -2.7907  1.7187  0.0418
H  -4.8809  0.2503  0.9397
H  -4.6157  -0.0751  -0.7955
F  -0.3803  0.1217  -6.0645
C  -0.3688  0.0783  -4.7118
C  0.5140  0.8803  -4.0213
C  0.5157  0.8276  -2.6326
C  -0.3528  -0.0039  -1.9238
C  -1.2191  -0.8050  -2.6725
C  -1.2389  -0.7712  -4.0606
H  1.1874  1.5309  -4.5632
H  1.2128  1.4606  -2.0966
H  -1.8973  -1.4870  -2.1733
H  -1.9114  -1.3953  -4.6340

Properties
**Orbital gap**: 7.189 eV
**Spin multiplicity**: 1
**Relative energy (zero: lowest compared OMol25 entry of this formula, charge and spin)**: 0.00 kcal per mole


Density functional theory data (ωB97M-V with the def2-TZVPD basis set) for a cluster of 2 separate species, C12H10FNO5 in total.

Element x y z (Å)
O  -3.5157  0.8345  0.7229
C  -3.3352  -0.2032  -0.1189
N  -4.3863  -0.7215  -1.0931
C  -3.6580  -1.2866  -2.3264
O  -4.0421  -1.2327  -3.6233
C  -2.2556  -1.9392  -1.7836
C  -1.2326  -3.0571  -2.4090
F  -1.5304  -3.6891  -3.7169
C  0.1269  -3.3919  -1.4947
C  0.3724  -2.6100  -0.0533
C  -0.7189  -1.5104  0.5677
C  -2.0468  -1.1925  -0.3393
H  -4.7816  -1.5821  -0.6512
H  0.8968  -4.1767  -1.9020
H  1.3616  -2.8394  0.5730
H  -0.5691  -0.9651  1.5920
C  3.3071  3.5692  1.4042
C  2.4108  2.5083  0.7989
C  1.1485  2.2886  1.5755
O  0.8150  0.9546  1.2380
C  1.9992  0.3251  0.9681
O  2.1273  -0.8823  0.8518
O  3.0200  1.2285  0.8516
H  3.5931  3.3078  2.4288
H  4.2367  3.6565  0.8325
H  2.8098  4.5442  1.4157
H  2.2046  2.7415  -0.2531
H  0.3520  2.9775  1.2833
H  1.2905  2.3435  2.6609

Properties
**SMILES**: O=C1NC(=O)c2c(F)cccc21.C[C@@H]1COC(=O)O1
**Orbital gap**: 7.778 eV
**Spin multiplicity**: 1


Density functional theory data (ωB97M-V with the def2-TZVPD basis set) for the molecule C12H10O2.

Element x y z (Å)
C  -3.1257  -0.4409  1.6056
C  -3.1956  -0.5784  0.2029
C  -1.8636  -0.2059  2.0876
C  -2.0860  -0.6338  -0.5917
C  -0.6232  -0.5037  1.4146
C  -0.8220  -0.7737  -0.0367
C  0.3251  -1.0996  -0.7443
C  1.4780  1.2879  -0.8633
C  0.7632  1.1183  0.1304
C  1.4841  -1.5410  -0.9969
C  0.2349  1.0127  1.3741
C  3.3397  0.8929  -2.3035
O  2.5263  -2.0692  -1.1063
O  2.0931  1.5350  -1.9993
H  -4.0741  -0.3841  2.2167
H  -4.1618  -0.5657  -0.4193
H  -1.7146  -0.2989  3.1155
H  -2.2340  -0.8043  -1.6536
H  0.0092  -1.2120  1.9240
H  0.9003  0.8431  2.2571
H  -0.3271  1.9969  1.6297
H  3.8369  1.3690  -3.2672
H  3.1922  -0.1762  -2.4541
H  4.0450  1.2318  -1.5221

Properties
**SMILES**: COC#CC[C@H]1C=CC=CC1=C=C=O
**Orbital gap (alpha / beta)**: 6.737 / 6.733 eV
**Spin multiplicity**: 1
**Relative energy (zero: lowest compared OMol25 entry of this formula, charge and spin)**: 172.89 kcal per mole


Density functional theory data (ωB97M-V with the def2-TZVPD basis set) for a structure of composition C12H10O2.

Element x y z (Å)
C  -1.3901  -1.0595  -0.0022
C  -3.8154  -1.0324  -0.0259
C  -3.7836  0.2970  0.0495
C  -2.6156  1.0993  0.0147
C  -1.3240  0.4655  0.0780
C  -0.0587  1.2580  0.0579
C  1.2662  0.5171  -0.0305
C  1.7912  0.2439  1.1656
C  3.0415  -0.5410  1.2860
C  3.6729  -0.8169  -0.0565
C  3.0642  -0.5056  -1.2329
C  1.7557  0.1692  -1.2051
H  -4.4349  -1.6433  0.0091
H  -4.8733  0.9719  -0.2373
H  -2.2668  2.4196  -0.2202
H  -0.5052  1.7613  0.7243
H  -0.3338  1.9907  -0.8133
H  1.4258  0.2531  2.1119
H  3.2338  -0.6715  2.2600
H  4.4853  -1.5542  0.0263
H  3.5908  -0.6256  -1.9559
H  1.1816  0.5975  -1.9547
O  -0.4759  -1.9074  -0.0842
O  -2.6319  -1.6867  0.0353

Properties
**Orbital gap**: 8.446 eV
**Spin multiplicity**: 1
**Relative energy (zero: lowest compared OMol25 entry of this formula, charge and spin)**: 188.76 kcal per mole


Density functional theory data (ωB97M-V with the def2-TZVPD basis set) for a structure of composition C12H11Br2F5N3O2ReTe.

Element x y z (Å)
Re  -0.6166  -0.4084  -0.5629
Br  6.0792  -0.5258  -0.5227
C  4.2154  -0.4456  -0.5672
C  3.5348  -0.4553  -1.7871
C  2.1617  -0.4030  -1.7758
N  1.4496  -0.3471  -0.6309
C  2.1097  -0.3497  0.5648
C  3.4816  -0.3827  0.6244
C  1.2137  -0.3430  1.7300
C  1.6086  -0.4247  3.0410
C  0.6355  -0.4712  4.0508
Br  1.1467  -0.6558  5.8320
C  -0.7203  -0.3930  3.7061
C  -1.0530  -0.3099  2.3803
N  -0.1169  -0.2939  1.3977
H  4.0697  -0.5086  -2.7251
H  1.6089  -0.3968  -2.7076
H  3.9966  -0.3657  1.5743
H  2.6564  -0.4589  3.3032
H  -1.4921  -0.4035  4.4631
H  -2.0908  -0.2561  2.0764
C  -2.9614  2.2085  -1.3337
C  -1.5071  2.4804  -1.2301
N  -1.0314  3.6465  -1.5346
O  -0.6389  1.5809  -0.8398
H  -3.5495  3.1113  -1.1782
H  -3.2704  1.4454  -0.6254
H  -3.1849  1.8436  -2.3423
H  -1.6294  4.4087  -1.8306
H  -0.0359  3.8339  -1.4869
F  -0.7042  -2.4748  -0.5909
Te  -2.5607  -2.3209  -1.5568
F  -3.1965  -3.6534  -0.4834
F  -3.8126  -1.9234  -2.8239
F  -1.8251  -3.5997  -2.6355
F  -1.2657  -1.0742  -2.5314
O  -2.7048  -0.9144  -0.4413

Properties
**Orbital gap (alpha / beta)**: 5.303 / 5.720 eV
**Spin multiplicity**: 2
**Charge**: +3
**Relative energy (zero: lowest compared OMol25 entry of this formula, charge and spin)**: 17.65 kcal per mole


Density functional theory data (ωB97M-V with the def2-TZVPD basis set) for a structure of composition C12H11Cl3GaO2.

Element x y z (Å)
C  1.6002  -2.4936  2.5827
C  1.6675  -2.5285  1.1396
C  0.3128  -2.4974  0.6271
H  2.5875  -2.6514  0.5352
C  -0.5876  -2.4372  1.7584
C  0.2084  -2.4182  2.9652
H  -0.1868  -2.4314  4.0023
H  2.4609  -2.5410  3.2790
H  0.0125  -2.6027  -0.4367
H  -1.6951  -2.4809  1.7148
Ga  0.6853  -0.3101  1.7467
Cl  1.5293  0.6723  3.4099
C  0.8113  2.4041  -2.9977
C  -0.4249  1.7607  -3.3417
C  -0.1125  0.5214  -3.9962
H  -1.4345  2.1570  -3.1553
C  1.3166  0.3984  -4.0550
C  1.8877  1.5625  -3.4388
H  2.9619  1.7792  -3.3404
H  0.9145  3.3818  -2.5041
H  -0.8400  -0.1988  -4.4003
H  1.8756  -0.4332  -4.5104
Cl  -1.8802  3.5801  1.3125
C  -2.6508  2.0135  1.6907
Cl  -3.5473  1.3391  0.2987
C  -1.6294  0.9955  2.1587
O  -1.7142  0.5408  3.2817
O  -0.7656  0.7396  1.1739
H  -3.3632  2.1784  2.4995

Properties
**Orbital gap**: 3.615 eV
**Spin multiplicity**: 1
**Charge**: -1


Density functional theory data (ωB97M-V with the def2-TZVPD basis set) for a structure of composition C12H11N2O4STa.

Element x y z (Å)
Ta  -0.6915  -0.5674  -0.3090
O  2.6698  -1.7400  0.9995
S  1.4900  -1.1867  0.5199
O  1.1173  0.2659  0.6803
O  0.1068  -1.7807  1.0441
O  1.0977  -1.3301  -0.9791
C  -3.1398  -2.1369  -1.1953
N  -2.6182  -1.0328  -0.3513
C  -3.4555  -0.0077  0.0236
C  -2.8760  1.1836  0.3180
C  -3.3200  2.4027  0.8731
C  -2.1995  3.1856  1.0937
C  -1.0814  2.4487  0.7006
N  -1.4513  1.2443  0.1980
C  -2.8119  -1.7809  -2.6259
C  -1.5978  -1.1777  -2.9667
C  -1.2583  -0.8116  -4.2584
C  -2.1758  -1.0741  -5.2680
C  -3.3861  -1.6814  -4.9656
C  -3.7048  -2.0267  -3.6542
H  -4.2153  -2.2328  -1.0494
H  -2.6804  -3.0773  -0.8855
H  -4.5275  -0.1707  0.0696
H  -4.3480  2.6634  1.0785
H  -2.1760  4.1816  1.5059
H  -0.0386  2.7291  0.7498
H  -0.7094  -1.0766  -2.2839
H  -0.3015  -0.3614  -4.4831
H  -1.9328  -0.8090  -6.2876
H  -4.0963  -1.8831  -5.7559
H  -4.6598  -2.4888  -3.4368

Properties
**Orbital gap**: 6.332 eV
**Spin multiplicity**: 1
**Charge**: +2
**Relative energy (zero: lowest compared OMol25 entry of this formula, charge and spin)**: 24.56 kcal per mole


Density functional theory data (ωB97M-V with the def2-TZVPD basis set) for the molecule C12H11N3O4.

Element x y z (Å)
C  -5.7213  -0.5398  0.3633
C  -4.9336  0.2835  1.3713
H  -5.1952  0.0118  2.3959
H  -5.1112  1.3515  1.2099
O  -3.5302  0.0302  1.2700
C  -2.8595  0.7123  0.3256
O  -3.3534  1.5262  -0.4116
C  -1.4427  0.3391  0.3251
C  -0.3957  0.7946  -0.4570
C  0.7307  0.0768  -0.0080
N  0.3779  -0.7522  0.9762
N  -0.9111  -0.5867  1.1633
H  -1.4059  -1.1133  1.8674
C  2.1076  0.1480  -0.4715
C  3.0699  -0.6713  0.1140
C  4.3820  -0.6051  -0.3248
C  4.7661  0.2635  -1.3409
C  3.8081  1.0748  -1.9193
C  2.4922  1.0199  -1.4913
H  1.7572  1.6602  -1.9529
H  4.0878  1.7550  -2.7090
H  5.7974  0.2878  -1.6567
N  5.3742  -1.4570  0.2861
O  5.0107  -2.2074  1.1654
O  6.5145  -1.3707  -0.1183
H  2.7912  -1.3511  0.9036
H  -0.4604  1.5327  -1.2277
H  -5.4523  -0.2455  -0.6483
H  -6.7840  -0.3689  0.5077
H  -5.5109  -1.5990  0.4924

Properties
**SMILES**: CCOC(=O)c1cc(-c2cccc([N+](=O)[O-])c2)n[nH]1
**Orbital gap**: 8.693 eV
**Spin multiplicity**: 1
**Relative energy (zero: lowest compared OMol25 entry of this formula, charge and spin)**: 0.00 kcal per mole


Density functional theory data (ωB97M-V with the def2-TZVPD basis set) for the molecule C12H11P.

Element x y z (Å)
C  -2.5642  1.5616  -0.7540
C  1.1997  -1.0134  -2.3171
C  -1.9503  0.9060  -1.7855
C  -0.0045  -0.4255  -2.5919
C  -1.9821  1.6211  0.5225
C  1.7579  -0.9615  -1.0301
C  -0.7107  0.2635  -1.5832
C  -0.1399  0.3172  -0.2936
C  -0.7776  1.0099  0.7645
C  1.0990  -0.3097  -0.0191
C  -0.0653  1.0186  2.0512
C  1.5612  -0.2255  1.3748
P  1.4000  -1.7019  2.4318
H  -3.5137  2.0526  -0.9132
H  1.7376  -1.5358  -3.0950
H  -2.4019  0.8735  -2.7666
H  -0.4286  -0.4786  -3.5845
H  -2.4872  2.1583  1.3123
H  2.7092  -1.4385  -0.8400
H  0.4184  1.9411  2.3358
H  -0.5227  0.4869  2.8738
H  2.4499  0.3614  1.5755
H  2.0550  -2.5894  1.5673
H  0.1548  -2.0919  1.9306

Properties
**Orbital gap**: 8.612 eV
**Spin multiplicity**: 1
**Relative energy (zero: lowest compared OMol25 entry of this formula, charge and spin)**: 35.15 kcal per mole


Density functional theory data (ωB97M-V with the def2-TZVPD basis set) for a cluster of 2 separate species, C12H12 in total.

Element x y z (Å)
C  -2.7574  -2.9794  -5.1466
C  -2.4198  -4.4011  -5.0284
C  -2.6905  -2.1838  -4.0297
C  -2.0944  -4.9213  -3.8050
C  -2.3582  -2.7973  -2.7517
C  -2.0719  -4.1176  -2.6175
H  -2.9858  -2.5971  -6.1502
H  -2.3100  -4.9974  -5.9437
H  -2.9636  -1.1206  -4.0540
H  -1.7273  -5.9502  -3.6941
H  -2.3573  -2.0795  -1.9209
H  -1.7993  -4.5178  -1.6321
C  3.5024  2.9127  4.5050
C  2.7196  2.1851  3.6447
C  3.1514  4.3053  4.8041
C  1.5799  2.7927  3.0021
C  2.0877  4.9657  4.1099
C  1.2857  4.1437  3.2628
H  4.3990  2.5225  5.0045
H  2.9653  1.1345  3.4412
H  3.7271  4.9055  5.5210
H  0.9581  2.2438  2.2827
H  1.7682  5.9753  4.4004
H  0.3912  4.5765  2.7956

Properties
**SMILES**: c1ccccc1.c1ccccc1
**Orbital gap**: 10.270 eV
**Spin multiplicity**: 1
**Relative energy (zero: lowest compared OMol25 entry of this formula, charge and spin)**: 27.77 kcal per mole


Density functional theory data (ωB97M-V with the def2-TZVPD basis set) for a cluster of 2 separate species, C12H12 in total.

Element x y z (Å)
C  -1.8065  -1.2324  0.7290
C  -1.4738  -0.1148  1.3277
C  -1.9265  1.1727  0.8523
C  -2.8201  1.2904  -0.2156
C  -3.1572  0.0288  -0.8435
C  -2.8078  -1.1879  -0.2880
C  2.9159  -1.2284  0.2704
C  3.3031  0.0648  0.7519
C  2.9012  1.2250  0.1614
C  1.8903  1.1086  -0.9191
C  1.1801  -0.0883  -1.2968
C  1.8519  -1.2269  -0.7328
H  -1.5853  -2.2655  1.1382
H  -0.8147  0.1596  2.2123
H  -1.7301  2.0574  1.6321
H  -2.9059  2.2371  -0.7221
H  -3.7178  -0.1762  -1.7314
H  -3.1739  -2.1448  -0.7694
H  3.3823  -2.1360  0.6109
H  3.9816  0.2504  1.6130
H  3.2953  2.2509  0.3303
H  1.6070  2.1155  -1.3312
H  0.0814  0.0245  -1.7848
H  1.5296  -2.1846  -0.9950

Properties
**SMILES**: c1ccccc1.c1ccccc1
**Orbital gap**: 9.809 eV
**Spin multiplicity**: 1
**Relative energy (zero: lowest compared OMol25 entry of this formula, charge and spin)**: 74.07 kcal per mole


Density functional theory data (ωB97M-V with the def2-TZVPD basis set) for a cluster of 2 separate species, C12H12 in total.

Element x y z (Å)
C  0.5229  -1.8066  2.4086
C  0.2581  -1.5682  1.2337
C  1.9398  1.7794  -0.0111
C  1.4478  0.6985  0.1573
C  -4.1422  0.9885  0.1204
C  2.0193  -2.7982  -0.9267
C  -3.0542  0.5041  -0.5061
C  -1.9824  -0.2569  0.0653
C  1.1436  -1.8273  -1.1219
C  -0.8863  -0.5102  -0.6081
C  2.6032  3.0426  0.1774
C  0.3799  -1.1057  -0.1466
H  0.6788  -2.1376  3.3197
H  -4.7229  1.7276  -0.4153
H  -4.4121  0.8950  1.1965
H  2.7752  -3.1818  -1.6249
H  2.4562  -3.0486  0.1119
H  -3.1040  0.6480  -1.4962
H  -2.2047  -0.3701  1.1134
H  1.1254  -1.5198  -2.1424
H  -0.8744  -0.0406  -1.5676
H  2.0568  3.3441  1.0182
H  3.6990  2.9088  0.3821
H  2.2774  3.6349  -0.7377

Properties
**Orbital gap**: 8.050 eV
**Spin multiplicity**: 1
**Relative energy (zero: lowest compared OMol25 entry of this formula, charge and spin)**: 225.90 kcal per mole